Entry 1:
DFT (ωB97M-V/def2-TZVPD) results for a structure of composition C11H43B2Cs2NO5.

Properties
gap between HOMO and LUMO = 8.98 eV
electronic energy = -26273.554 eV
multiplicity = 1
lowest unoccupied orbital energy = -0.19 eV
net charge = 0

The geometry in XYZ format:
```
64
Properties=species:S:1:pos:R:3:forces:R:3
Cs -2.752 -3.142 -0.168 -0.3 -0.4 -0.2
Cs 1.049 -0.548 1.563 0.1 -0.1 0.3
B 0.133 -3.902 1.787 0.0 -0.1 0.1
H 0.165 -4.815 1.212 0.3 -3.4 -2.5
H -0.127 -4.206 2.789 -0.9 -0.9 4.0
H 1.057 -3.347 1.744 3.8 2.0 -0.1
H -0.646 -3.273 1.385 -3.1 2.7 -1.5
B -1.644 -0.190 -0.222 -0.1 -0.6 0.1
H -0.815 0.500 -0.262 3.5 2.0 -0.4
H -1.633 -0.840 0.639 0.6 -2.3 2.8
H -2.533 0.409 -0.095 -3.4 1.8 0.4
H -1.776 -0.759 -1.129 -0.1 -2.0 -3.6
C 2.680 0.773 -1.829 1.4 -0.6 -1.2
C 4.154 1.087 -1.355 -2.6 -0.7 0.6
N 4.619 0.073 -0.382 0.1 -0.3 0.0
C 5.974 0.433 0.069 -0.7 0.1 0.5
C 5.953 1.674 0.949 0.6 0.5 -1.2
C 4.639 -1.267 -1.003 -0.9 -0.5 1.3
C 5.070 -2.412 -0.001 -0.5 1.2 -1.2
H 2.022 0.356 -1.066 0.1 0.4 -0.1
H 2.771 0.051 -2.640 -0.3 -0.5 0.2
H 2.248 1.596 -2.399 -0.1 0.4 0.7
H 4.764 1.112 -2.258 0.4 0.4 0.0
H 3.985 2.051 -0.875 1.1 0.1 0.1
H 6.444 -0.259 0.768 -0.4 -1.0 -0.7
H 6.509 0.467 -0.880 1.1 0.5 0.3
H 5.833 2.553 0.317 -0.4 0.3 0.4
H 5.174 1.566 1.704 0.0 0.2 -0.1
H 6.931 1.785 1.419 -0.1 0.0 0.2
H 5.274 -1.331 -1.887 0.3 0.2 -0.3
H 3.618 -1.443 -1.341 0.1 -0.2 0.0
H 4.732 -2.211 1.015 0.3 0.3 0.0
H 6.155 -2.452 -0.105 -0.1 -0.6 0.6
H 4.571 -3.342 -0.274 0.4 -0.1 -0.3
C -1.940 3.612 0.846 -0.1 -1.1 0.9
O -1.510 2.248 1.225 -0.1 2.4 0.5
H -2.670 3.661 0.038 0.0 -0.5 0.0
H -2.395 4.002 1.758 -0.2 0.0 0.0
H -1.152 4.325 0.604 0.6 -0.5 -0.1
H -1.550 1.598 0.519 -0.2 0.4 -0.6
C -2.597 -1.062 3.051 -0.2 0.9 -1.3
O -1.474 -1.569 3.711 0.0 0.3 1.1
H -3.340 -0.494 3.612 0.4 -0.4 1.0
H -2.257 -0.323 2.326 -0.3 -0.1 -0.2
H -3.155 -1.839 2.529 -0.1 -0.2 -0.1
H -1.101 -2.277 3.181 0.1 -0.6 -0.2
C -1.025 2.386 -2.537 0.9 0.6 0.5
O -2.167 1.993 -1.891 -1.6 -0.6 0.2
H -1.321 3.209 -3.189 0.7 -0.3 -0.5
H -0.334 2.728 -1.767 0.6 0.6 -0.1
H -0.539 1.493 -2.929 0.2 0.3 -1.1
H -1.904 1.128 -1.569 -0.9 -0.2 0.4
C -5.415 1.673 1.896 0.2 -1.0 0.0
O -4.935 1.161 0.644 -0.7 0.4 0.4
H -4.841 2.525 2.261 -0.2 0.1 -0.1
H -6.489 1.855 1.867 0.1 0.5 -0.6
H -5.365 0.878 2.640 0.4 -0.1 0.3
H -4.011 1.400 0.543 0.2 0.0 0.0
C -5.038 -1.512 -2.780 -1.3 1.0 -0.2
O -4.936 -2.911 -2.825 1.1 -0.9 0.5
H -5.780 -1.275 -3.544 0.1 0.8 -0.1
H -5.421 -1.151 -1.826 -0.1 0.0 0.2
H -4.125 -0.941 -2.947 0.3 -0.7 -0.3
H -5.808 -3.266 -2.637 0.0 0.0 -0.1
```
Forces are in eV/Å.

***

Entry 2:
DFT (ωB97M-V/def2-TZVPD) results for a structure of composition C26H74AsF6N6O8.

Properties
gap between HOMO and LUMO = 8.15 eV
electronic energy = -130625.673 eV
multiplicity = 1
lowest unoccupied orbital energy = 2.54 eV
net charge = -1
energy relative to the best compared isomer or geometry (same formula, charge and spin) = 41.95 kcal/mol

The geometry in XYZ format:
```
121
Properties=species:S:1:pos:R:3:forces:R:3
As 0.541 -0.999 -0.150 0.0 0.2 0.0
F 1.854 -2.105 0.201 -0.7 0.5 0.3
F 0.641 -1.526 -1.817 -0.2 0.5 0.4
F -0.799 0.111 -0.554 1.1 -1.2 -0.1
F 0.392 -0.420 1.523 0.8 -0.7 -1.5
F 1.754 0.287 -0.385 -1.0 -0.9 -0.1
F -0.665 -2.275 0.197 1.0 0.9 -0.4
C 0.984 -3.750 -4.775 1.2 0.7 -0.8
O 0.621 -2.383 -4.715 -0.3 0.0 0.0
H 1.977 -3.912 -4.351 -0.2 -0.2 0.8
H 0.236 -4.450 -4.403 0.0 0.1 0.1
H 1.236 -3.910 -5.825 -0.7 -0.4 -0.2
H 0.831 -2.001 -3.858 -0.1 -0.2 0.3
C -0.408 1.375 4.011 -0.6 -1.8 -0.2
O -0.833 0.052 3.643 -0.2 0.7 0.7
H -0.468 2.006 3.124 0.3 0.5 0.3
H -1.104 1.672 4.795 0.0 0.4 -0.1
H 0.583 1.310 4.463 0.3 0.5 -0.2
H -0.456 -0.184 2.786 -0.3 0.1 0.6
C 4.954 -0.840 -0.908 -1.0 0.4 0.3
C 5.426 0.010 0.281 -0.5 -0.2 -0.7
C 4.727 -0.358 1.631 1.4 -0.3 -0.4
O 5.106 -1.705 2.015 -0.3 0.2 -0.2
C 4.219 -2.375 2.884 -0.4 0.0 0.6
N 6.908 0.007 0.281 -0.6 -0.7 1.0
H 5.496 -0.646 -1.834 0.3 0.1 0.2
H 3.925 -0.539 -1.109 -0.1 -0.3 -0.1
H 4.962 -1.909 -0.691 0.1 0.0 0.1
H 5.108 1.030 0.055 -0.1 0.2 0.2
H 3.660 -0.138 1.576 -0.2 -0.6 -0.2
H 5.125 0.308 2.400 0.1 0.2 0.1
H 4.624 -3.266 3.368 0.8 -0.2 -0.8
H 3.305 -2.689 2.379 -0.2 0.3 0.0
H 3.992 -1.827 3.802 -0.4 0.8 -0.3
H 7.136 -0.892 -0.126 0.4 -0.1 -0.3
H 7.128 -0.177 1.254 0.6 0.3 0.2
C -0.004 -5.070 1.835 -0.8 -1.1 -0.5
C -0.815 -4.461 2.958 0.4 0.4 1.7
C -0.712 -5.188 4.317 -1.8 0.0 0.7
O -1.790 -4.755 5.235 0.7 -1.1 0.5
C -1.699 -5.502 6.476 0.2 0.5 -0.5
N -0.365 -3.100 3.189 0.5 0.2 0.1
H -0.575 -4.761 0.959 0.8 0.2 -0.5
H -0.017 -6.161 1.788 -0.1 -0.2 0.3
H 1.044 -4.774 1.818 -0.1 0.3 -0.1
H -1.863 -4.339 2.683 -0.2 -0.6 0.1
H 0.211 -5.030 4.878 0.4 0.2 -0.4
H -0.843 -6.265 4.194 0.1 -0.2 -0.2
H -1.662 -6.580 6.312 0.1 -0.1 -0.2
H -2.509 -5.326 7.185 -0.6 0.4 -0.7
H -0.840 -5.210 7.086 0.5 0.0 -0.4
H 0.492 -3.204 3.720 0.2 0.4 0.1
H -0.072 -2.748 2.285 -0.1 0.5 0.0
C -3.624 2.389 -1.793 0.7 0.2 -0.9
C -2.456 3.285 -1.258 -1.8 -1.4 -0.7
C -3.036 4.616 -0.830 0.7 -0.3 1.0
O -3.644 5.216 -1.912 0.7 0.3 -1.3
C -4.416 6.344 -1.644 -0.4 -0.5 -0.2
N -1.691 2.645 -0.211 -0.6 0.0 1.1
H -4.451 2.169 -1.118 0.1 0.3 0.3
H -3.254 1.434 -2.168 0.3 -0.1 0.2
H -4.011 2.877 -2.689 -0.4 0.1 0.1
H -1.831 3.490 -2.127 0.3 0.0 0.2
H -2.205 5.202 -0.429 0.0 0.4 0.1
H -3.792 4.495 -0.048 0.0 -0.2 0.4
H -5.215 5.988 -0.989 -0.5 0.6 0.0
H -4.764 6.657 -2.628 -0.4 0.1 0.2
H -3.915 7.196 -1.180 0.4 -0.1 0.1
H -2.277 2.519 0.607 -0.2 0.5 0.3
H -1.457 1.667 -0.370 0.1 0.5 -0.8
C -4.414 -1.395 0.051 -0.8 -0.4 -0.2
C -4.292 -1.682 1.570 -0.8 -1.2 -1.9
C -4.589 -3.208 1.799 -0.8 1.8 2.2
O -4.295 -3.594 3.177 0.5 0.0 -1.1
C -4.552 -4.964 3.312 0.1 -0.5 0.0
N -2.967 -1.341 1.921 0.7 0.0 0.6
H -5.371 -1.712 -0.371 -0.2 0.1 -0.1
H -3.646 -1.897 -0.538 0.2 -0.2 0.2
H -4.276 -0.331 -0.147 -0.1 0.1 0.1
H -5.041 -1.046 2.043 0.0 -0.3 0.5
H -4.114 -3.868 1.073 0.2 0.0 0.0
H -5.680 -3.265 1.776 -0.2 -0.4 -0.8
H -4.114 -5.426 4.198 0.2 0.7 0.3
H -4.097 -5.520 2.488 -0.2 -0.1 -0.3
H -5.623 -5.176 3.353 -0.2 0.0 -0.2
H -2.436 -1.928 1.290 0.8 0.0 0.3
H -2.831 -0.411 1.545 0.4 0.3 0.3
C -1.754 1.826 -5.199 0.5 -1.3 -0.2
C -0.624 2.238 -4.248 0.2 0.5 -0.8
C 0.659 1.443 -4.466 -0.7 0.6 -0.1
O 1.698 2.002 -3.690 0.4 -1.4 -1.1
C 2.732 1.029 -3.671 -0.3 -0.4 1.7
N -0.374 3.684 -4.447 -0.7 0.2 -0.4
H -1.496 1.981 -6.249 0.2 0.8 0.0
H -2.692 2.333 -4.974 0.0 -0.1 0.1
H -1.876 0.742 -5.260 -0.5 -0.2 0.7
H -0.856 2.046 -3.201 -0.3 0.3 0.0
H 0.935 1.398 -5.524 0.1 0.2 -0.3
H 0.436 0.407 -4.198 0.1 -0.2 0.3
H 2.386 0.148 -3.123 -0.3 -0.2 0.2
H 3.528 1.409 -3.030 0.3 0.2 -0.5
H 3.049 0.578 -4.613 0.2 0.8 -0.5
H -1.286 4.130 -4.401 -0.3 0.2 1.2
H -0.348 3.822 -5.453 1.1 -0.3 -0.5
C 1.454 3.424 1.137 0.7 0.0 1.4
C 1.642 4.090 -0.193 -0.6 -0.3 -0.5
C 3.131 4.237 -0.528 -1.3 -0.7 -1.9
O 3.245 4.509 -1.990 -0.7 0.9 1.9
C 4.561 4.743 -2.379 0.7 -0.5 0.9
N 0.928 3.259 -1.138 0.0 -0.5 -0.5
H 1.923 3.992 1.945 -0.2 0.0 0.4
H 1.899 2.428 1.153 0.3 0.0 -0.2
H 0.410 3.205 1.356 -0.1 0.6 0.0
H 1.104 5.039 -0.226 0.4 0.4 0.2
H 3.587 3.257 -0.372 0.3 -0.1 0.1
H 3.545 4.939 0.199 0.5 0.5 -0.6
H 5.031 5.511 -1.759 0.2 0.1 0.2
H 4.707 5.067 -3.409 -0.7 -0.2 -0.1
H 5.087 3.799 -2.209 0.7 0.0 -0.2
H 0.013 3.113 -0.711 0.0 0.5 -0.2
H 1.291 2.327 -0.970 0.4 -0.4 -0.7
```
Forces are in eV/Å.

***

Entry 3:
DFT (ωB97M-V/def2-TZVPD) results for a cluster of 3 separate species, C2H13N2O2 in total.

Properties
gap between HOMO and LUMO = 10.20 eV
electronic energy = -9353.462 eV
multiplicity = 1
lowest unoccupied orbital energy = -3.12 eV
net charge = +1
energy relative to the best compared isomer or geometry (same formula, charge and spin) = 27.02 kcal/mol

The geometry in XYZ format:
```
19
Properties=species:S:1:pos:R:3:forces:R:3
N -0.582 1.599 -0.897 1.0 -1.0 -1.5
C 0.161 0.555 -0.046 -0.4 1.0 -1.5
C -0.794 0.017 1.009 -1.0 0.4 0.8
N -2.098 0.742 1.050 2.0 0.4 -0.7
H -1.509 1.786 -0.486 0.1 0.2 0.6
H 0.054 2.379 -1.019 -0.5 0.5 0.3
H -0.795 1.273 -1.866 -0.1 -0.2 0.6
H 0.481 -0.261 -0.676 0.0 0.0 -0.4
H 1.061 1.118 0.199 -0.1 -0.5 1.0
H -1.119 -0.988 0.765 0.8 -0.3 0.1
H -0.278 0.089 1.973 -0.2 -0.5 -0.1
H -2.836 0.082 1.156 -0.6 0.0 0.5
H -2.022 1.431 1.773 -0.8 0.2 0.5
H 5.883 -3.051 2.627 0.6 1.0 0.1
H 5.376 -4.298 2.237 0.4 -0.3 -1.0
O 5.962 -3.615 1.857 -1.0 -0.7 0.9
H -2.956 0.598 -2.910 0.0 0.1 0.8
H -1.966 0.208 -3.848 0.9 -0.4 -0.4
O -2.023 0.336 -2.898 -0.8 0.3 -0.6
```
Forces are in eV/Å.

***

Entry 4:
DFT (ωB97M-V/def2-TZVPD) results for a cluster of 2 separate species, C5H18N2O in total.

Properties
gap between HOMO and LUMO = 12.05 eV
electronic energy = -10489.281 eV
multiplicity = 1
lowest unoccupied orbital energy = -6.04 eV
net charge = +2
energy relative to the best compared isomer or geometry (same formula, charge and spin) = 8.62 kcal/mol

The geometry in XYZ format:
```
26
Properties=species:S:1:pos:R:3:forces:R:3
C 1.849 -0.956 0.703 0.1 0.0 0.5
C 0.604 -0.675 -0.133 0.2 -0.5 -0.8
C 0.845 0.399 -1.199 -1.0 0.3 -0.1
C -0.466 0.928 -1.837 -0.5 -0.2 1.1
C -0.843 2.317 -1.315 1.3 0.9 -0.7
N -2.282 2.657 -1.611 0.1 0.8 0.7
N 1.438 -1.546 2.031 -0.4 0.6 0.1
H 2.519 -1.679 0.246 0.1 0.1 -0.1
H 2.393 -0.048 0.939 0.2 0.1 -0.1
H 0.299 -1.576 -0.671 0.2 -0.2 0.0
H -0.275 -0.503 0.462 -0.3 0.7 0.7
H 1.345 1.280 -0.806 0.6 -0.1 0.1
H 1.411 -0.055 -1.995 0.6 0.1 -0.2
H -1.283 0.243 -1.592 0.0 -0.2 -0.1
H -0.389 0.980 -2.914 0.0 0.0 -0.3
H -0.632 2.580 -0.277 -0.3 -0.7 0.1
H -0.214 3.030 -1.869 -0.4 0.0 0.1
H -2.771 1.802 -1.838 -0.5 -0.2 -0.3
H -2.387 3.366 -2.338 0.0 -0.3 -0.5
H -2.745 3.096 -0.805 0.1 -0.4 0.0
H 0.884 -0.863 2.554 -0.5 -0.2 -0.3
H 2.159 -1.749 2.722 0.6 -0.5 -0.5
H 0.857 -2.369 1.858 -0.2 0.0 0.6
H -0.404 -4.122 2.830 -0.2 0.2 0.2
H -1.307 -3.326 3.760 0.2 0.2 -0.2
O -0.607 -3.210 3.098 0.1 -0.5 -0.1
```
Forces are in eV/Å.

***

Entry 5:
DFT (ωB97M-V/def2-TZVPD) results for a structure of composition C7H15N2TeZn.

Properties
gap between HOMO and LUMO = 2.76 eV
electronic energy = -66190.250 eV
multiplicity = 1
lowest unoccupied orbital energy = 2.48 eV
net charge = -1

The geometry in XYZ format:
```
26
Properties=species:S:1:pos:R:3:forces:R:3
C 1.235 1.565 0.132 -0.2 0.1 0.2
Zn -0.086 0.070 -0.147 0.1 -0.4 -0.9
N -1.509 -1.607 -0.168 0.3 0.9 0.7
N -0.077 0.217 -2.301 0.2 0.3 -0.2
H -2.431 -1.211 0.055 -0.2 0.0 -0.1
H 1.197 -0.749 1.645 0.4 0.0 0.3
H 1.703 1.521 1.117 0.1 0.2 0.0
H 0.622 2.476 0.069 0.2 0.1 0.0
H 2.019 1.620 -0.642 -0.3 -0.1 0.2
H -1.031 0.456 -2.567 -0.1 -0.2 -0.3
H 0.244 -0.590 -2.838 -0.3 0.0 0.1
H 0.522 1.006 -2.554 -0.1 -0.1 0.0
H -1.602 -2.164 -1.011 0.1 -0.3 -0.5
H -1.271 -2.224 0.624 0.0 -0.3 -0.3
Te -0.126 -0.836 2.616 -0.6 -0.1 0.9
C 0.367 0.489 4.316 0.1 -0.4 0.0
C -0.594 1.342 4.878 0.4 -0.1 0.4
C -0.353 1.896 6.151 0.4 -0.4 -0.7
C 0.842 1.596 6.817 -0.1 -0.1 -0.1
C 1.789 0.728 6.257 -0.4 0.1 -0.8
C 1.550 0.174 4.989 -0.2 0.5 0.7
H -1.541 1.543 4.358 0.5 -0.1 0.2
H -1.091 2.558 6.594 0.1 0.0 0.1
H 1.030 2.028 7.797 0.0 0.0 -0.1
H 2.706 0.480 6.778 0.0 0.1 0.1
H 2.262 -0.532 4.547 -0.2 0.3 0.2
```
Forces are in eV/Å.